[1]
Entry from the OMol25 dataset: an isolated molecule of C3H6N2 in a non-equilibrium geometry (ωB97M-V/def2-TZVPD).

Structure (XYZ):
```
11
Properties=species:S:1:pos:R:3:mulliken_charge:R:1
H -2.915 -0.143 0.266 0.2533
N -2.082 0.449 0.056 -0.6205
C -1.115 -0.373 -0.294 0.1374
N 0.207 -0.059 -0.718 -0.2686
C 0.905 0.995 -0.037 -0.3204
C 1.294 -0.477 0.206 -0.4718
H -1.175 -1.557 -0.265 0.2729
H 0.213 1.493 0.663 0.3021
H 1.533 1.555 -0.800 0.2055
H 1.059 -0.901 1.155 0.2615
H 2.077 -0.980 -0.233 0.2487
```

ΔE to the lowest compared entry with this formula, charge and spin	53.6	kcal/mol
total charge	0
SMILES string	[H]/N=C/N1CC1
Kohn-Sham gap	0.391	hartree
E_tot	-227.3394	Ha

[2]
Entry from the OMol25 dataset: an isolated molecule of C3H6N2 in a non-equilibrium geometry (ωB97M-V/def2-TZVPD).

Structure (XYZ):
```
11
Properties=species:S:1:pos:R:3:mulliken_charge:R:1
C -0.881 -1.062 0.074 -0.1780
N 0.314 -1.418 0.021 -0.5155
C 1.173 -0.232 -0.023 -0.3436
C 0.191 0.976 0.058 -0.2770
N -1.146 0.301 0.042 -0.3003
H -1.598 -1.804 -0.004 0.4152
H 1.957 -0.331 0.775 0.2481
H 1.712 -0.300 -0.935 0.2246
H 0.256 1.450 1.063 0.1828
H 0.167 1.768 -0.769 0.2774
H -2.145 0.652 -0.302 0.2664
```

ΔE to the lowest compared entry with this formula, charge and spin	28.3	kcal/mol
total charge	0
SMILES string	C1=NCCN1
Kohn-Sham gap	0.346	hartree
E_tot	-227.3797	Ha

The calculation returns the following HOMO values, one per record and in order: -9.6 -8.4 eV.